[1]
C4H14BrPTa | ωB97M-V/def2-TZVPD

```
! wB97M-V def2-TZVPD RIJCOSX def2/J DEFGRID3
* xyz -1 1
C -1.6448 -0.6806 -0.8896
H -2.3695 -0.9401 1.1219
Br 1.0989 4.6396 0.4988
H 2.5231 -2.2866 -0.5173
H 2.7199 -2.0051 1.2073
Ta 0.5901 2.1781 -0.2352
H -0.5627 2.1842 1.2227
H 0.2843 -2.3730 0.2858
H 0.5476 -1.0778 1.4402
P 0.1368 -0.2422 -0.8091
H -3.5859 -0.3546 0.0069
H 2.7750 -0.6601 0.0886
C 2.2879 -1.6064 0.2940
H -2.0027 -0.2463 -1.8181
H -2.3171 0.7262 0.5807
H -0.8339 2.4859 -1.3930
C 0.7937 -1.4237 0.4432
H 1.8779 2.3983 -1.5668
H -1.6809 -1.7616 -1.0196
H 1.8973 1.3335 0.7893
C -2.5351 -0.2877 0.2695
*
```

The LUMO energy comes out at 3.153 eV. The value obtained for the electronic energy is -85256.189 eV. As for the highest occupied orbital energy: -3.998 eV.

Atomic partial charges in e from the Löwdin method, atoms 1 to 6: -0.561 0.059 -0.333 0.055 0.057 0.564

[2]
C80H196Br7N11O7 | ωB97M-V/def2-TZVPD

```
! wB97M-V def2-TZVPD RIJCOSX def2/J DEFGRID3
* xyz 4 1
O 2.7036 1.1058 7.5398
C -5.6452 2.3190 -5.8673
H -7.5147 2.2112 -4.2733
H -4.6547 -3.9300 -2.5776
H -8.3323 0.4013 -6.5553
H -4.8190 2.7016 -6.4437
H -3.4657 -0.3922 5.2616
C -0.6525 -4.4551 2.6764
C 7.9208 2.4291 5.9906
H 8.8981 3.1642 3.8393
H -2.8493 3.7290 -3.4705
H -1.6720 2.5100 4.4174
H 7.6270 2.5257 7.0619
C -6.9739 3.1991 -4.0330
H -2.8707 4.6339 4.3595
H 7.0013 -0.8151 -2.5383
C 2.6928 -0.2413 -7.6410
H -4.1544 3.0975 4.5944
H -6.6232 -1.8069 -0.1112
C -5.7553 -4.2395 -6.7410
H 3.9798 -0.3798 6.9762
C -5.0026 -3.3801 -3.4469
H -6.5428 -3.6493 -7.2603
H -0.3911 0.2434 -3.6198
H -3.4276 -1.9489 0.2910
H 4.4382 3.9921 6.8943
H -5.0063 4.6131 -5.4868
H -0.9253 8.6542 2.0907
H -6.8495 -0.6889 2.4198
H -1.1013 -2.2090 -2.9654
N -1.7700 2.1006 2.3905
N 2.1323 0.3404 5.0569
H -3.7656 -1.6562 3.0333
H 0.4595 -0.7731 -8.9889
H -6.0898 -6.1974 0.3798
C 2.9823 -0.2626 7.3206
C 0.1485 7.2898 4.0272
H 6.0513 3.5368 7.6489
H -0.8111 6.3029 1.7493
H -4.5958 -0.6766 -0.2074
C -5.9183 -3.8289 0.3237
C -4.6027 4.1799 -4.5981
H -6.3858 -6.6062 2.0535
H -5.8916 -1.8482 4.2907
C -2.3036 -4.7091 -5.9004
H 4.8488 4.0510 3.0650
H 2.9621 -2.2098 -6.0325
H 7.3352 1.7338 5.4030
C -5.8088 -5.9608 1.3449
H 0.0341 1.5477 -0.3086
Br 5.3204 0.3635 4.2739
C 2.4681 -2.1009 5.5349
C 0.0310 2.1392 -2.6387
H 0.1008 6.2180 3.6360
C -0.1621 6.8221 1.0664
H -6.7251 1.5779 1.4777
C 3.8225 -4.2610 -1.8013
H -6.8664 2.9561 -1.8459
H 1.7928 1.2198 5.4025
Br -2.4692 -0.7417 -5.2173
C -0.0599 -2.3687 -2.7843
H 0.4115 -2.1351 -0.6295
H 5.5705 3.0342 4.9888
H -5.7732 0.6024 -7.0259
H -0.5479 -4.1724 1.6345
H 1.5832 -3.2536 -6.6559
H 1.3808 0.1871 4.3267
H 8.3880 5.5524 3.1912
C -0.7904 6.9556 -0.3438
H -2.7923 4.6419 2.5238
H 1.3222 -6.3442 0.7718
H 1.1770 -7.1839 7.2637
C 2.0917 -0.7024 6.0724
Br -2.5967 -4.2155 -0.7555
H 2.4132 1.9417 -7.4081
C 0.8256 -6.5369 2.8450
H -5.4880 0.9753 -3.4492
C 2.1575 1.4735 8.7670
H 0.9871 -5.4709 7.6567
C 1.6485 -6.0157 1.6972
H 0.0772 -2.3471 -8.2881
C -4.8764 1.8918 -3.5195
H 8.6053 -1.7588 -0.3236
H -6.0926 -3.4275 -3.5366
H -4.4123 -6.2437 -5.0368
H -0.0305 -3.4788 -10.6526
H 0.3317 2.5331 -3.6213
C -5.9122 -0.3026 2.0801
C 6.9697 0.6973 -0.9582
C 1.0879 9.4692 3.6947
H -5.6549 -2.5181 -5.5704
H 0.0381 -1.9303 -11.3553
H -3.8838 1.5250 -3.8189
H -7.2156 -5.1368 -5.2990
C -1.5792 -0.1676 -1.2229
H 0.7199 10.2230 3.0419
C -6.1508 0.7539 1.0211
H -6.4251 -6.2166 -6.4516
N 0.8469 8.1021 3.0168
H -0.9882 2.4498 -2.4021
C -5.6600 0.8286 -5.9707
H -6.5472 2.7807 -6.2715
H 10.0139 5.7357 6.6080
O -6.2547 -4.6143 1.4534
H -0.8309 -6.0154 0.8549
H 2.6999 8.2091 1.8709
H 7.9780 5.7249 5.1936
H -2.6368 4.7793 -4.9764
H 1.3425 -6.2160 3.7344
H 7.8385 5.0770 6.7978
C 7.7764 -2.4719 -0.4463
H 7.2577 2.5969 3.5752
C -3.8245 2.4509 3.7651
Br 1.2491 3.2586 2.5617
C -7.1505 3.6973 -2.5754
H 6.1914 1.4155 -0.9697
H 6.4097 -1.3864 1.6268
H 3.3135 -0.1971 -6.7637
H 5.8961 3.9679 1.6011
H -4.7170 -6.1925 1.3945
C 0.8709 0.6049 -6.3903
H 0.8065 6.2565 1.0996
H -0.7613 -4.4596 5.0780
C -5.1818 -5.5077 -4.7839
C 2.6264 9.5817 4.0465
H 1.8724 -4.8922 1.6907
C 9.7228 4.8305 6.1599
H 5.4103 -0.4573 -1.8677
C -6.2979 -5.3162 -5.7858
H 10.4157 4.7214 5.2926
C 2.7135 -0.1076 1.5738
C 5.3161 -2.6153 -0.5121
H -2.3645 -5.8736 1.6242
H -2.0780 -0.7381 -2.0308
H -1.3028 4.6090 3.5233
H 3.0442 -2.9192 -7.7166
H 8.3292 0.1031 0.6093
H 2.6686 10.0163 5.0649
C 0.4756 -1.5765 -1.5998
H -7.3334 3.9141 -4.7627
C -3.4863 0.6793 5.3349
H 5.3500 -0.4522 0.6868
N 7.5275 3.6935 5.3167
H 3.7951 -4.9492 -0.9369
C 6.4668 -0.6367 -1.5723
O -6.7141 0.2706 -5.1371
H 0.5124 -2.1700 -3.6618
H -0.2231 -4.7716 -6.6892
C -3.1217 3.9410 -4.5190
N -5.2109 -1.5625 1.5419
H 2.6434 -6.4859 1.8490
C 2.0369 0.7674 -0.4726
H 2.7401 1.1613 9.6183
C 6.0148 3.9157 5.4834
H -4.8875 2.3501 -2.4756
N -0.1410 -0.1401 -1.4428
H -2.4931 0.9886 5.5211
C 0.8580 -0.9277 -6.3563
H 0.6469 7.2626 5.0306
H 7.9431 4.4504 1.9230
H 2.8072 -1.0920 2.1312
H -5.2627 1.2700 0.6301
C 5.1177 -3.4054 -1.8003
C 3.0453 8.1451 3.9608
C -5.4210 -2.7031 3.8579
H 0.1709 -3.9651 3.2605
C -0.0243 8.1839 1.7497
Br -0.4990 -0.7756 3.2719
H -1.8354 0.8989 -1.1221
H -0.2012 0.8690 -6.2978
H -5.1720 -4.7253 -7.5606
H -1.8082 -0.7231 -0.2822
C -0.8735 -5.4663 5.3363
H 2.6306 -2.8195 6.4294
H -6.5386 -4.0463 -0.5859
H -0.1244 -1.3513 -6.5300
H 1.0856 1.1297 8.9390
H 3.4903 -2.1734 5.1721
H 1.3337 0.9054 -5.4213
C -1.7514 -7.9438 1.5168
H -6.1554 -3.5058 3.6851
H 4.4665 -1.9546 -0.3980
H -4.0336 -2.7453 -6.2121
C 7.2935 0.3289 0.5035
H -4.8411 -3.9536 0.0979
H 9.9205 4.0553 6.9400
H 3.8543 -4.8889 -2.6762
C 0.5302 0.5651 -0.2655
C -4.9546 -3.2805 -5.8303
H 1.2182 -3.1791 -11.8641
C 2.2649 7.6434 2.7238
H -1.8725 7.1606 -0.2773
H -4.7266 0.4101 -5.7006
C -3.0031 -4.2363 -4.5419
H 3.0442 0.4781 4.5906
C 5.5481 4.2042 6.9252
H 4.8172 5.3937 1.8179
Br 3.4520 -0.5494 -3.8722
C 0.1581 0.6226 -2.7637
H 1.6825 -2.4379 4.8842
H 1.2670 1.1951 -8.5073
H 0.5380 9.4580 4.6304
H 2.3596 0.7610 -1.4982
H -1.5552 -3.9919 3.0614
N 1.7441 -1.3933 -7.4173
C 1.7760 1.0441 -7.5375
N 6.5391 -1.6873 -0.5209
H 7.1252 1.1569 1.2551
H -4.0661 -3.2251 2.3189
O 2.9172 -0.2304 0.1602
H -0.4459 -4.3593 -4.9341
C -4.5233 -2.3282 2.6965
C -7.7137 -0.3482 -6.0115
H -8.1047 4.1436 -2.3866
C 7.8553 3.5231 3.8659
C -6.2680 -2.4011 0.7310
H 0.4430 9.0088 1.1603
H -5.3394 0.0978 2.9425
H -2.7736 3.0522 -5.0794
H -7.2668 -0.9962 -6.8135
C 0.9285 -1.7494 -8.6671
C -2.3412 4.3040 3.4994
H 0.2999 0.0430 0.6922
C 0.6661 -2.7306 -10.9699
H 3.0032 -3.5712 -1.9056
C 6.3388 -0.8292 0.7185
H -0.8915 -8.5874 1.4514
N -0.6300 -5.9754 2.8313
H -2.4839 -7.9369 0.6361
H -4.3311 2.6624 2.8072
H 2.3933 -1.7555 -10.2547
H 0.7732 2.5455 -2.0278
H 3.3224 -0.4021 -8.4658
H -2.2146 -5.8413 -5.9649
H 2.6945 7.5986 4.8480
H 8.9784 2.2719 6.0467
H 1.2833 -1.2003 -5.3802
H 4.1068 7.9772 3.8358
H 1.2003 0.4361 -2.9725
H -0.8140 7.6774 4.1368
H 2.0693 -3.3363 -9.4706
H 3.4998 0.6651 1.8292
H -1.8443 1.0833 2.4606
H 2.3100 1.6800 0.0526
H -4.6825 -3.0764 4.5861
H 1.0639 -0.6204 6.5123
H 0.0560 -3.4295 -2.6279
H -0.7413 -3.1528 -6.3125
H -4.5393 -2.4065 -3.4006
H 2.2190 2.5093 8.8299
H -0.4132 -6.5341 7.6245
O 6.4008 5.3196 3.0872
C 5.4189 4.6393 2.3464
H -0.7684 2.2847 2.2545
H 5.4643 -3.2947 0.3568
C 1.6287 -2.4249 -9.8673
H 7.8238 -3.1335 -1.3245
H 2.6918 -0.7997 8.2482
H -1.6627 -5.6112 6.0552
H -6.7667 0.4057 0.1752
Br -3.1648 3.7668 0.0534
C 7.6701 4.7825 2.9537
C -1.4210 -6.4808 1.6040
H -7.1417 -2.3700 1.3508
C 8.2532 4.8942 5.8677
H 5.7773 4.7601 4.8897
H -2.4470 -8.4161 2.2368
H -0.7896 5.9620 -0.8268
H 7.7486 -3.0314 0.5290
H 0.7189 -7.6069 2.9372
C -1.3998 -6.2263 4.0858
H 3.1293 10.3063 3.4024
H 1.5004 -1.3340 -1.8108
H -1.3859 -7.3505 4.3239
H -0.3065 7.6858 -1.0328
C 0.5174 -6.3300 7.1639
C -0.7970 -4.1919 -5.9777
H -2.4118 -5.9512 3.7532
H 1.7267 0.3378 1.7274
O 0.3801 -6.0766 5.7651
H -3.4998 -0.4435 1.2041
H -4.1292 0.9923 6.1564
H -6.4260 4.4543 -2.2850
H 2.3512 6.5528 2.7381
N -5.5116 2.8793 -4.4573
H 7.8306 1.0748 -1.5700
C -4.0673 -1.1173 0.6336
H 5.9493 -4.1034 -1.9337
H 5.1413 -2.7827 -2.7302
H 5.8401 5.1907 7.1777
H -2.8466 -4.3141 -6.7313
H -4.8671 4.8895 -3.8128
O -4.0555 1.0800 4.0783
H -2.5830 -3.2832 -4.2787
N -4.4931 -4.1015 -4.6773
H -2.2142 2.5306 1.5242
H -2.8102 -4.9049 -3.7611
H -8.4420 -0.7283 -5.2822
C 2.4007 -2.5755 -6.8986
H -5.5234 -5.7381 -3.7432
C -2.3264 2.7828 3.5808
*
```

The LUMO energy comes out at -5.408 eV. The value obtained for the electronic energy is -607128.181 eV. As for the highest occupied orbital energy: -14.107 eV.

Atomic partial charges in e from the Löwdin method, atoms 1 to 6: -0.213 -0.097 0.147 0.013 0.097 0.133

[3]
C26H33N3O3 | ωB97M-V/def2-TZVPD

```
! wB97M-V def2-TZVPD RIJCOSX def2/J DEFGRID3
* xyz 0 1
C 1.4519 -2.4670 1.2031
N -2.6397 1.8248 -0.2239
N -0.5101 2.0351 1.3625
H 1.0914 -2.1269 2.1597
H -2.4913 -0.9811 0.1331
H 3.9447 -0.6353 -2.2835
H -7.1684 -2.2450 -0.8617
C 0.6358 -3.2110 0.3557
H -7.8360 -0.1614 -2.0126
H -1.1515 -2.2281 2.1199
O -0.6350 -3.5964 0.6398
H -4.4372 2.8020 0.0664
H 3.3613 -1.5508 1.4619
C 4.5745 0.3825 -0.6315
H 1.9823 0.3469 0.0091
C -4.5090 -0.3090 -0.0515
H -3.3686 -0.9180 1.6561
H -3.2534 1.5116 1.7230
H -5.0456 -2.3277 0.3862
C -6.0834 0.9018 -1.4072
H 4.6538 1.8824 -2.1405
N 4.4678 -0.7099 -1.4255
H 0.6418 1.1365 -0.8208
O -0.8048 -0.0656 2.1493
C 3.2317 -2.5291 -0.4306
C 2.5711 1.5228 -1.6985
H 1.1776 1.2557 2.2144
H 2.4482 0.7171 -2.4260
C 2.4089 -3.2651 -1.2750
C 0.8803 2.1827 1.7189
H 5.0078 -2.7086 -1.6480
H 3.5520 1.7719 1.4873
C -6.5318 -1.3738 -0.8196
H -0.9449 2.7542 0.8006
C -1.2169 0.9110 1.5527
C -5.3418 -1.4201 -0.1199
C 1.1304 -3.6077 -0.8885
C -6.9065 -0.2061 -1.4647
C 4.1432 2.8352 -0.2741
H 2.2620 2.4499 -2.1895
H -2.1561 1.3197 -0.9642
C 1.7640 2.4345 0.4923
C 4.0333 1.6697 -1.2609
H 3.8919 3.7640 -0.7924
H 3.2849 3.5136 1.5780
H -3.9755 2.5785 -1.6251
C -3.2145 -0.3947 0.7113
H -6.3681 1.8158 -1.9097
H 2.7755 -3.5799 -2.2424
H 5.1712 2.9078 0.0825
C -4.0052 2.0885 -0.6482
H 0.4884 -4.1845 -1.5361
O 5.1007 0.3402 0.4605
H 0.9874 3.0117 2.4276
H 5.2777 -1.9880 -0.0354
H -0.5793 -3.8175 2.7014
C -2.6336 0.9964 0.9757
C -4.8837 0.8606 -0.7078
C 2.7335 -2.1333 0.8034
C 3.2153 2.6417 0.9240
H 1.4082 3.3434 -0.0107
C 1.6752 1.2681 -0.4911
H -2.1724 -3.6801 1.9180
C -1.1509 -3.3028 1.9226
C 4.5894 -2.0537 -0.8801
*
```

Its energy above the lowest of the compared OMol25 structures with the same formula, charge and spin is 0.0 kcal/mol. Its structure (SMILES) is COc1ccc(CNC(=O)[C@H]2CC[C@@H](CNC(=O)[C@@H]3Cc4ccccc4CN3)CC2)cc1. The LUMO energy comes out at 0.601 eV. The value obtained for the electronic energy is -38112.468 eV. As for the highest occupied orbital energy: -8.169 eV.

Atomic partial charges in e from the Löwdin method, atoms 1 to 6: -0.009 -0.029 0.072 0.104 0.135 0.130

[4]
C32H30BaN6O4S2 | ωB97M-V/def2-TZVPD

```
! wB97M-V def2-TZVPD RIJCOSX def2/J DEFGRID3
* xyz 2 1
C 5.5135 -4.2782 2.1994
C 4.9015 -3.6311 1.1336
H -2.4126 -4.1552 -0.1868
C 0.0118 3.6962 -3.3462
C -4.9787 4.1051 1.4079
C 1.2425 6.0487 -4.3088
C -2.5912 -7.0602 2.5571
H 3.6408 -2.3579 -0.7409
H -5.7531 3.3433 1.3990
C -2.1547 -3.7350 0.7883
C -2.5096 -6.1037 1.5537
H 3.3522 -0.9168 0.2478
N -4.7475 4.6015 2.8030
C -2.1361 -5.3677 4.2023
N -0.5918 2.5939 -2.8459
C 1.2988 6.6383 -0.6426
H 0.5224 5.2584 0.8129
N 1.7906 -2.2907 0.1868
H -5.3164 4.1235 3.4992
C 0.6838 5.4476 -0.2440
H -5.2827 4.9220 0.7594
H -1.9964 -5.0801 5.2358
O 1.0612 6.4573 -6.9892
H -2.8369 -2.9090 0.9781
C 3.5285 -2.3933 2.6711
H -4.8944 5.6037 2.9049
H 5.2062 -3.8583 0.1181
C 1.4889 6.8521 -1.9810
H 6.2892 -5.0083 2.0123
S 1.1687 0.1391 1.0250
C 4.1344 -3.0448 3.7333
H -2.6618 -6.3918 0.5196
C 0.3398 -4.0701 0.9131
H 2.3140 -4.2977 0.1277
H 2.7659 -1.6450 2.8564
C -3.6425 3.5138 0.9292
C -2.4002 -6.6934 3.8802
C -2.0633 -4.4132 3.2013
H 1.1127 -3.8242 -1.0906
H 0.6908 -4.0163 1.9457
C -0.2867 2.8786 -5.5938
H -3.7296 4.3632 2.9399
H -0.1689 2.9831 -6.6610
C 5.1278 -3.9877 3.4984
C 3.2340 -1.9955 0.2050
H -1.4969 0.7966 -3.2423
H 1.9609 7.7571 -2.3421
H -2.8042 -8.0898 2.3032
N -0.7959 -3.1609 0.7065
H -1.2901 0.9956 -5.7095
C 0.4597 4.7135 -2.4083
C 1.4294 -3.6906 -0.0531
S -1.8025 -0.9224 -0.2445
H 1.6128 7.3607 0.0967
N 0.2752 4.5129 -1.0829
C -2.2448 -4.7776 1.8698
H 5.6032 -4.4912 4.3293
H 1.7031 6.9494 -4.6920
H 3.8401 -2.8106 4.7478
C -1.0242 1.6700 -3.6825
H -2.4624 -7.4379 4.6623
Ba -1.0340 2.1598 -0.0980
N 1.1325 5.3188 -6.5917
C 0.8520 -1.4133 0.4729
C 3.9096 -2.6863 1.3634
H -1.8688 -3.3760 3.4550
C -0.9035 1.7751 -5.0693
C 0.2039 3.8761 -4.7266
C 1.0644 5.8773 -2.9002
H -0.0043 -5.0849 0.7274
C -0.5811 -1.9109 0.3464
O -3.6015 3.0244 -0.2049
O -2.6925 3.5822 1.7638
O 1.4473 4.3496 -7.2516
C 0.8478 5.0890 -5.1599
*
```

Its energy above the lowest of the compared OMol25 structures with the same formula, charge and spin is 0.2 kcal/mol. The LUMO energy comes out at -5.276 eV. The value obtained for the electronic energy is -73155.164 eV. As for the highest occupied orbital energy: -13.181 eV.

Atomic partial charges in e from the Löwdin method, atoms 1 to 6: -0.061 -0.042 0.142 -0.146 -0.029 0.083

[5]
C3H15N3O2 | ωB97M-V/def2-TZVPD

```
! wB97M-V def2-TZVPD RIJCOSX def2/J DEFGRID3
* xyz 0 1
N -0.6150 -0.0084 -0.4833
C -0.4125 1.0302 0.5442
H 1.8510 -0.6266 -1.1102
H 1.0126 -2.7894 -0.1889
H -1.5150 -1.8462 -0.1837
H 0.2549 -2.4600 -1.5979
H -0.1848 2.3544 -1.1315
H -0.3938 -1.4458 1.0302
H -1.3785 1.3305 0.9561
C 0.1258 2.3426 -0.0843
H 1.9278 2.4475 0.8791
H 2.9985 -0.5352 -2.1273
H 2.0134 1.8925 -0.6366
H -3.2224 -1.7747 2.7566
H -3.2637 -1.8130 1.2042
C -0.5457 -1.3794 -0.0516
N 1.5616 2.6036 -0.0623
O 2.5742 -0.0455 -1.4296
H -0.3886 3.1462 0.4465
H 0.1939 0.6210 1.3579
H -0.0952 0.2715 -1.2991
N 0.5911 -2.0509 -0.7362
O -3.0893 -1.2648 1.9478
*
```

Its energy above the lowest of the compared OMol25 structures with the same formula, charge and spin is 7.0 kcal/mol. Its structure (SMILES) is NCCNCN.O.O. The LUMO energy comes out at 0.537 eV. The value obtained for the electronic energy is -11919.029 eV. As for the highest occupied orbital energy: -8.378 eV.

Atomic partial charges in e from the Löwdin method, atoms 1 to 6: -0.076 -0.217 -0.013 0.077 0.084 0.078